Record 1
Formula: C19H17N3O2PdS
Source: the OMol25 dataset
Level of theory: ωB97M-V with the def2-TZVPD basis set

Geometry as XYZ:
```
43
Properties=species:S:1:pos:R:3:forces:R:3:mulliken_charge:R:1
Pd -0.316936 -0.359439 -1.176990 -0.14 0.15 -0.55 -0.03
O -2.752099 0.046869 -1.662517 0.04 -0.27 -0.04 -0.82
C -2.887538 1.282908 -1.401677 -0.01 0.08 0.06 0.43
C -4.143919 1.875636 -1.065764 -0.04 -0.04 -0.02 -0.84
C -4.247527 3.191368 -0.653048 -0.06 0.03 0.02 -0.18
C -3.129076 4.022056 -0.583605 0.02 -0.10 -0.04 -0.64
C -1.898867 3.485403 -0.972097 0.02 0.13 0.03 -0.21
C -1.765938 2.176168 -1.393074 0.20 0.08 0.02 0.89
C -0.461131 1.652470 -1.879374 0.05 -0.01 0.20 -1.00
N 0.663524 2.271705 -1.568768 0.05 -0.27 -0.21 -0.45
C 1.814910 1.767826 -2.280179 0.01 0.10 0.05 -0.71
C 2.653776 0.820352 -1.422535 -0.14 -0.08 0.04 -0.62
N 1.956093 -0.437097 -1.150945 0.12 0.05 0.24 -0.28
C 2.389479 -1.066142 -0.118682 -0.11 -0.23 0.06 -0.24
C 1.938691 -2.340426 0.432771 0.01 0.33 -0.16 0.89
C 2.537230 -2.740226 1.627859 0.07 -0.03 0.13 -0.32
C 2.170395 -3.878844 2.322912 -0.06 0.04 -0.12 -0.63
C 1.119318 -4.645772 1.788763 0.02 -0.06 0.08 -0.20
C 0.499855 -4.297970 0.615809 -0.05 0.09 -0.06 -0.77
C 0.882872 -3.141270 -0.165520 0.28 -0.07 0.05 0.26
O 0.360063 -2.878297 -1.272789 -0.16 0.01 0.10 -0.81
H -5.013995 1.226510 -1.088544 -0.03 0.02 0.00 0.33
H -5.224325 3.579298 -0.368176 0.01 0.01 0.00 0.31
H -3.213145 5.052246 -0.257089 0.00 0.02 0.01 0.34
H -0.999667 4.093862 -0.960704 -0.01 0.01 0.00 0.36
H -0.526973 1.092059 -2.842781 -0.02 0.10 0.05 0.34
H 2.475140 2.600545 -2.575114 -0.05 0.00 0.03 0.40
H 1.531256 1.229769 -3.201263 0.02 -0.01 0.03 0.31
H 2.901548 1.335346 -0.481443 0.03 0.01 -0.04 0.37
H 3.597775 0.590560 -1.937650 -0.03 0.00 -0.04 0.29
H 3.182775 -0.595045 0.492379 -0.03 0.00 -0.04 0.11
H 3.316094 -2.095209 2.033317 0.00 -0.04 0.00 0.22
H 2.654695 -4.151097 3.252526 -0.01 -0.01 0.01 0.34
H 0.786072 -5.536515 2.317131 0.01 0.00 0.00 0.31
H -0.309993 -4.895805 0.211015 -0.01 -0.02 0.01 0.34
S -0.331696 -1.184545 3.283030 0.01 -0.05 0.26 -0.21
C 0.392421 0.338327 2.983941 0.15 0.08 -0.11 -0.26
C -0.023881 0.820050 1.785321 -0.17 0.06 -0.12 -0.75
N -0.936277 0.034917 1.123585 -0.02 -0.09 0.33 0.00
C -1.192840 -1.037290 1.810102 -0.02 0.04 -0.40 -0.16
H 1.108574 0.776487 3.657319 0.04 -0.01 0.04 0.42
H 0.295611 1.729384 1.292573 0.04 0.02 0.04 0.44
H -1.852335 -1.811134 1.449961 -0.04 -0.06 0.04 0.43
```
Positions in Å, forces in eV/Å.

## Properties
HOMO level: 0.0152 Ha
total charge: -2
gap between HOMO and LUMO: 4.169 eV

Record 2
Formula: C19H17N3O3
Source: the OMol25 dataset
Level of theory: ωB97M-V with the def2-TZVPD basis set

Geometry as XYZ:
```
42
Properties=species:S:1:pos:R:3:forces:R:3:mulliken_charge:R:1
C 3.321400 1.846982 1.005904 0.00 -0.45 0.06 -1.08
C 3.935096 0.504729 1.366735 0.44 0.38 0.01 -0.36
H 4.897593 0.353268 0.867988 -0.17 0.02 0.16 0.39
H 4.071289 0.415949 2.448857 0.02 -0.05 -0.15 0.28
O 3.039790 -0.535647 0.963303 -0.32 0.22 0.18 -0.24
C 3.529355 -1.577610 0.302627 -0.08 -0.33 -0.23 0.63
O 4.682097 -1.747737 0.018244 0.05 -0.11 -0.03 -0.61
C 2.410881 -2.555043 -0.060337 0.38 -0.11 0.06 -0.71
N 1.113859 -1.953578 0.105817 -0.57 -0.09 0.47 0.44
N 0.717372 -1.133391 -0.835726 -0.21 0.26 -0.51 -0.65
C -0.363762 -0.421583 -0.669295 0.50 -0.42 0.32 0.30
C -0.985874 -0.433386 0.629921 0.56 -0.67 0.18 0.82
N -0.641908 -1.329624 1.507686 -0.69 0.64 0.29 -0.56
C 0.356690 -2.217902 1.276197 0.61 -0.17 -0.67 0.41
O 0.653517 -3.145250 1.988611 0.03 -0.22 0.26 -0.65
C -1.940998 0.591238 1.058970 -0.44 0.32 0.18 0.25
C -1.810123 1.919439 0.656251 0.06 -0.13 0.11 -0.08
C -2.716908 2.865717 1.094115 0.02 0.11 0.01 -0.79
C -3.761469 2.499429 1.928032 -0.01 0.00 0.00 -0.38
C -3.885755 1.183642 2.344706 -0.08 0.03 0.05 -0.61
C -2.975433 0.234210 1.921974 0.13 -0.02 -0.15 -0.38
H -3.050454 -0.793085 2.242667 -0.01 -0.09 0.05 0.46
H -4.691993 0.899173 3.004196 -0.06 -0.03 0.05 0.39
H -4.472564 3.241542 2.259272 -0.06 0.06 0.03 0.39
H -2.607397 3.894317 0.784007 0.01 0.08 -0.02 0.41
H -0.987755 2.214165 0.021144 0.02 0.03 -0.08 0.46
C -0.839317 0.359281 -1.813286 -0.08 0.23 -0.44 0.06
C -2.203985 0.515303 -2.048654 0.18 -0.12 -0.05 -0.07
C -2.639470 1.240674 -3.141356 -0.08 0.03 -0.04 -0.79
C -1.724106 1.815609 -4.008017 -0.02 0.03 -0.04 -0.41
C -0.366217 1.650816 -3.787273 0.01 0.04 -0.08 -0.66
C 0.076145 0.922778 -2.699361 -0.09 -0.02 0.16 -0.39
H 1.130957 0.785081 -2.517463 0.10 0.00 0.00 0.43
H 0.349058 2.091030 -4.466175 0.06 0.04 -0.05 0.39
H -2.068883 2.386071 -4.857455 -0.03 0.05 -0.07 0.40
H -3.698376 1.355472 -3.318862 -0.09 0.01 -0.02 0.41
H -2.920847 0.056325 -1.383737 -0.07 0.00 0.05 0.45
H 2.552119 -2.881205 -1.092921 -0.03 0.06 0.16 0.34
H 2.463731 -3.415981 0.614840 0.04 0.17 -0.18 0.37
H 2.352619 1.954857 1.487575 -0.09 0.08 0.04 0.25
H 3.974862 2.647739 1.339215 0.05 0.11 0.03 0.42
H 3.186937 1.924519 -0.070329 0.00 0.04 -0.10 0.27
```
Positions in Å, forces in eV/Å.

## Properties
HOMO level: -0.3202 Ha
energy relative to the best compared isomer or geometry (same formula, charge and spin): 30.27 kcal per mole
gap between HOMO and LUMO: 8.214 eV

Record 3
Formula: C19H17N5OS2
Source: the OMol25 dataset
Level of theory: ωB97M-V with the def2-TZVPD basis set

Geometry as XYZ:
```
44
Properties=species:S:1:pos:R:3:forces:R:3:mulliken_charge:R:1
C -6.470721 -1.109349 1.235789 -0.01 -0.04 -0.06 -1.42
C -5.182161 -0.423912 0.902534 0.02 0.08 -0.01 1.01
C -5.173009 0.826827 0.297045 -0.08 -0.05 0.08 -0.76
C -3.982952 1.446516 -0.031224 0.18 -0.06 -0.05 -0.75
C -2.770964 0.817058 0.234491 -0.21 -0.06 0.02 0.22
C -2.768818 -0.428931 0.855903 -0.04 0.10 0.11 -0.24
C -3.965413 -1.035880 1.181612 -0.01 0.08 -0.02 -0.77
H -3.953250 -2.001733 1.664636 0.00 -0.12 0.08 0.43
H -1.836888 -0.913056 1.105438 0.08 -0.04 -0.01 0.69
C -1.513127 1.482974 -0.108418 -0.31 0.71 0.49 -0.16
C -1.147301 2.733761 0.244431 0.19 -0.23 -0.20 -0.46
S 0.449419 3.195492 -0.292729 -0.10 0.09 0.02 -0.25
C 0.609500 1.651634 -1.031076 -0.19 -0.24 0.00 0.36
N 1.509161 1.028363 -1.743534 0.58 1.04 0.25 -0.63
N 0.990139 -0.164352 -2.050287 -0.49 -0.70 -0.45 -0.35
C -0.206299 -0.270995 -1.526791 -0.38 -0.39 -0.26 0.63
N -0.511452 0.873522 -0.841201 1.06 0.13 -0.32 0.26
S -1.205349 -1.697125 -1.630037 0.10 -0.26 -0.17 -0.20
C 0.026596 -2.900401 -0.984980 -0.22 0.38 -0.09 -0.58
C 0.740529 -2.215741 0.168844 0.15 -0.41 -0.27 0.22
O 0.164038 -1.948787 1.202643 -0.16 0.08 0.29 -0.64
N 2.027325 -1.895134 -0.103021 0.27 -0.32 -0.01 0.03
C 2.867536 -1.027324 0.599117 0.02 0.24 0.37 0.14
N 4.061038 -0.909178 0.032395 -0.07 -0.25 -0.25 -0.40
C 4.946436 -0.075923 0.553648 -0.01 0.14 0.18 0.48
C 4.658804 0.684778 1.685038 -0.08 -0.01 0.03 -0.44
C 3.417543 0.548297 2.280396 0.15 -0.07 -0.20 -0.68
C 2.491153 -0.328897 1.740830 -0.14 -0.01 0.05 -0.29
H 1.517621 -0.465495 2.179027 -0.03 -0.04 -0.01 0.56
H 3.165285 1.122199 3.160330 -0.02 0.03 0.06 0.43
H 5.395440 1.364877 2.083817 0.09 0.06 0.03 0.41
C 6.271194 0.016347 -0.134093 0.02 0.03 0.01 -1.31
H 6.425310 1.025412 -0.512110 0.08 0.07 -0.05 0.31
H 7.076906 -0.212107 0.561411 0.10 0.01 0.01 0.33
H 6.299742 -0.682362 -0.964261 0.03 -0.02 -0.04 0.31
H 2.423803 -2.143132 -1.001452 -0.22 0.07 0.09 0.35
H -0.563120 -3.744928 -0.632797 0.11 -0.01 0.05 0.46
H 0.690120 -3.193450 -1.795282 0.01 -0.06 0.08 0.35
H -1.723245 3.424706 0.826230 -0.17 0.05 0.15 0.52
H -3.987188 2.415248 -0.509288 0.00 0.08 -0.07 0.49
H -6.108330 1.321517 0.077997 -0.10 0.04 -0.01 0.35
H -7.293647 -0.399819 1.271189 -0.08 0.00 0.02 0.37
H -6.400024 -1.618905 2.194327 -0.06 -0.04 0.06 0.36
H -6.698579 -1.857684 0.476256 -0.09 -0.06 0.00 0.28
```
Positions in Å, forces in eV/Å.

## Properties
HOMO level: -0.3033 Ha
energy relative to the best compared isomer or geometry (same formula, charge and spin): 23.95 kcal per mole
gap between HOMO and LUMO: 8.816 eV

Record 4
Formula: C19H18ClFN2O
Source: the OMol25 dataset
Level of theory: ωB97M-V with the def2-TZVPD basis set

Geometry as XYZ:
```
42
Properties=species:S:1:pos:R:3:forces:R:3:mulliken_charge:R:1
C -1.472853 -0.752649 -0.718291 0.13 0.13 -0.22 -1.07
N -1.722205 -0.225905 0.602669 -0.26 -0.31 0.03 0.27
C -0.939350 0.674581 1.251039 0.22 0.12 -0.09 0.63
O -1.208445 1.056870 2.374500 0.17 0.19 0.28 -0.68
C 0.303797 1.156475 0.530023 0.03 -0.11 0.24 -1.26
H 0.513702 2.160656 0.901400 -0.11 -0.02 -0.04 0.50
H 0.151412 1.205021 -0.547286 0.03 0.02 -0.05 0.41
C 1.489791 0.249374 0.873036 0.03 0.17 -0.12 -0.14
C 2.751832 0.651976 0.180732 -0.18 0.09 -0.01 0.52
C 3.001451 1.766974 -0.562496 -0.30 -0.10 0.14 -0.69
N 4.295847 1.754639 -1.015774 0.17 0.34 -0.24 0.00
C 4.912542 0.624069 -0.567641 -0.02 -0.49 0.29 -0.52
C 6.209689 0.164223 -0.756182 0.10 0.03 -0.05 -0.79
C 6.552119 -1.035488 -0.171224 0.10 0.09 -0.08 -0.48
C 5.629705 -1.764683 0.584685 -0.02 -0.21 0.13 -0.69
C 4.342988 -1.314399 0.774862 0.01 0.04 -0.03 -0.45
C 3.967093 -0.103286 0.194439 0.34 0.25 -0.25 0.66
H 3.637718 -1.882586 1.363063 -0.06 -0.08 0.07 0.43
H 5.940891 -2.699836 1.026877 0.01 -0.07 0.04 0.39
H 7.552807 -1.422298 -0.295767 0.08 -0.01 -0.02 0.38
H 6.922400 0.729442 -1.339146 0.09 0.03 -0.05 0.36
H 4.721879 2.471326 -1.577275 -0.06 -0.09 0.07 0.18
H 2.353701 2.585253 -0.811242 -0.14 0.13 -0.03 0.44
H 1.260506 -0.788856 0.612092 -0.03 -0.01 0.05 0.37
H 1.646047 0.275993 1.956003 -0.08 -0.07 -0.02 0.34
C -2.968864 -0.633553 1.225275 0.02 0.00 0.39 -1.15
C -4.158457 -0.344650 0.350116 -0.01 -0.11 -0.02 0.06
C -4.967686 -1.371902 -0.124563 -0.05 0.27 -0.06 0.52
C -6.068246 -1.157902 -0.932196 0.08 -0.12 0.07 -0.67
C -6.380618 0.139337 -1.297552 0.10 -0.06 0.08 -0.30
C -5.599646 1.192217 -0.856755 0.09 0.15 0.04 -0.79
C -4.503601 0.948919 -0.042201 -0.25 -0.30 -0.15 0.68
Cl -3.553354 2.286005 0.499218 -0.06 0.16 0.01 -0.18
H -5.835083 2.206250 -1.136413 -0.01 0.11 -0.02 0.43
H -7.234781 0.330030 -1.927683 -0.08 0.02 -0.06 0.37
H -6.656950 -1.998700 -1.261610 -0.05 -0.10 -0.03 0.44
F -4.664990 -2.644242 0.214166 -0.01 0.07 -0.02 -0.33
H -2.932831 -1.703157 1.456896 -0.04 0.17 0.00 0.41
H -3.040662 -0.070215 2.162001 -0.03 -0.18 -0.16 0.41
H -2.005304 -1.697992 -0.819751 0.04 -0.01 -0.02 0.33
H -0.413536 -0.944747 -0.873033 0.00 -0.01 -0.04 0.39
H -1.830443 -0.072599 -1.498995 0.02 -0.07 -0.05 0.28
```
Positions in Å, forces in eV/Å.

## Properties
HOMO level: -0.2917 Ha
gap between HOMO and LUMO: 8.638 eV

Q: Which of these has the highest HOMO level?
A: C19H17N3O2PdS